Record 1
Formula: C4H8O3
Source: the Open Molecules 2025 dataset
Level of theory: the ωB97M-V functional and the def2-TZVPD basis

ΔE to the lowest compared entry with this formula, charge and spin: 30.4 kcal/mol
DFT total energy: -382.9164 a.u.
E_LUMO: 0.605 eV
SMILES: O=C(CO)CCO
HOMO energy: -10.13 eV

ORCA input file:
```
! wB97M-V def2-TZVPD RIJCOSX def2/J DEFGRID3
* xyz 0 1
O -1.198 1.548 0.095
O 2.819 -0.041 0.658
O 1.267 -1.273 -1.066
C 0.667 -0.717 -0.165
C 1.444 0.096 0.853
C -1.552 0.399 -0.652
C -0.841 -0.803 -0.035
H -2.638 0.225 -0.616
H -1.260 0.497 -1.708
H -1.163 -1.712 -0.552
H 1.111 1.143 0.757
H -1.128 -0.866 1.022
H -1.596 2.324 -0.318
H 1.152 -0.230 1.865
H 2.914 -0.591 -0.139
*
```

Atomic partial charges in e from the Mulliken method, atoms 1 to 2:
1 O -0.501
2 O -0.550

---

Record 2
Formula: C4H9FO2
Source: the Open Molecules 2025 dataset
Level of theory: the ωB97M-V functional and the def2-TZVPD basis

ΔE to the lowest compared entry with this formula, charge and spin: 88.0 kcal/mol
DFT total energy: -407.9981 a.u.
E_LUMO: 0.149 eV
HOMO energy: -9.10 eV

ORCA input file:
```
! wB97M-V def2-TZVPD RIJCOSX def2/J DEFGRID3
* xyz 0 1
F -3.203 0.103 -1.056
O 0.647 1.172 0.278
O -1.730 -1.742 -0.168
C 0.899 -0.020 -0.056
C -0.038 -1.069 -0.213
C 2.374 -0.308 -0.141
C -0.708 1.660 0.298
H -0.533 2.668 0.364
H -1.336 1.255 -0.386
H 2.872 0.485 -0.613
H 0.406 -1.970 -0.537
H 2.436 -1.312 -0.494
H -2.831 -0.642 -0.612
H 2.893 -0.429 0.761
H -1.619 -1.771 0.859
H -1.179 1.269 1.205
*
```

Atomic partial charges in e from the Mulliken method, atoms 1 to 2:
1 F -0.467
2 O -0.353

---

Record 3
Formula: B2H28NiO10
Source: the Open Molecules 2025 dataset
Level of theory: the ωB97M-V functional and the def2-TZVPD basis

ΔE to the lowest compared entry with this formula, charge and spin: 24.9 kcal/mol
DFT total energy: -2327.0226 a.u.
E_LUMO (alpha / beta): -1.034 / -1.523 eV
HOMO energy (alpha / beta): -10.24 / -10.24 eV

ORCA input file:
```
! wB97M-V def2-TZVPD RIJCOSX def2/J DEFGRID3
* xyz 0 3
Ni -0.367 1.466 -1.365
O -0.087 -3.353 2.212
O 2.425 -0.973 2.227
O -0.108 0.023 -3.248
O -1.573 -2.740 -1.029
O -3.034 -1.778 1.276
O -1.660 0.463 2.494
O 1.221 -2.742 -0.648
O -1.417 3.011 -0.268
O -2.353 0.750 -1.523
O 3.172 2.275 1.340
B 0.256 0.059 0.321
B 1.623 2.486 -1.479
H 0.397 -0.706 -3.627
H 1.177 3.374 -2.072
H -2.254 0.988 1.951
H -1.612 -3.663 -0.759
H -0.342 1.013 0.409
H 3.787 1.537 1.410
H -0.113 -0.788 0.996
H 2.841 2.237 0.425
H -1.491 3.197 0.677
H 1.083 2.427 -0.458
H -2.057 3.596 -0.690
H 0.176 -2.470 1.926
H 1.916 -0.212 1.877
H 2.746 2.632 -1.305
H -0.617 -2.556 -1.122
H -0.931 0.200 1.880
H 1.949 -2.597 -1.261
H 1.493 1.518 -2.101
H -2.597 -0.191 -1.466
H -3.103 1.181 -1.950
H 1.243 -1.970 -0.061
H 1.332 0.327 0.587
H 0.279 -3.439 3.098
H -0.807 0.199 -3.889
H -2.688 -1.278 2.034
H 2.078 -1.117 3.113
H -2.248 -2.138 0.830
H 0.263 -0.251 -0.763
*
```

Atomic partial charges in e from the Mulliken method, atoms 1 to 2:
1 Ni -0.020
2 O -0.609

---

Record 4
Formula: C4H11N3O
Source: the Open Molecules 2025 dataset
Level of theory: the ωB97M-V functional and the def2-TZVPD basis

ΔE to the lowest compared entry with this formula, charge and spin: 74.8 kcal/mol
DFT total energy: -398.1405 a.u.
E_LUMO (alpha / beta): -3.528 / -9.300 eV
HOMO energy (alpha / beta): -13.22 / -13.22 eV

ORCA input file:
```
! wB97M-V def2-TZVPD RIJCOSX def2/J DEFGRID3
* xyz 1 2
O 0.256 -3.738 -0.773
N 0.676 -1.546 -0.206
N 0.110 3.110 -0.504
N -1.230 -2.583 0.511
C 0.043 -2.744 -0.110
C 0.476 -0.396 0.734
C 0.885 0.880 0.007
C -0.410 1.677 -0.484
H -0.611 -0.312 1.003
H -1.220 1.603 0.196
H 1.666 0.628 -0.843
H -0.071 3.556 0.399
H -0.457 3.737 -1.054
H 1.435 -1.393 -0.816
H -1.786 -3.349 0.745
H -1.694 -1.694 0.420
H 1.142 -0.485 1.741
H 1.595 1.559 0.566
H -0.805 1.489 -1.533
*
```

Atomic partial charges in e from the Mulliken method, atoms 1 to 2:
1 O -0.429
2 N 0.050